A cluster of 2 separate species, H4S2 in total. Source: the Open Molecules 2025 dataset; level of theory: ωB97M-V/def2-TZVPD.

Positions of all 6 atoms, in Å:
1 S 1.57 0.56 -0.94
2 H 0.60 1.01 -1.75
3 H 1.63 -0.62 -1.59
4 S -1.57 0.21 1.28
5 H -0.45 -0.07 1.98
6 H -1.79 -1.09 1.02

Calculated values
E_tot = -21735.022 eV
SMILES = S.S
Relative energy (zero: lowest compared OMol25 entry of this formula, charge and spin) = 0.056 eV
Maximum force = 0.3 eV/Å
Orbital gap = 0.372 hartree

These are the natural (NBO) partial charges, in e, on atoms 1 to 2:
1. S -0.2902
2. H 0.1478


A cluster of 8 separate species, C5H26N2O8 in total in a non-equilibrium geometry. Source: the Open Molecules 2025 dataset; level of theory: ωB97M-V/def2-TZVPD.

Positions of all 41 atoms, in Å:
1 C -2.17 0.71 -1.58
2 N -1.38 -0.62 -1.61
3 C -0.64 -0.78 -0.32
4 C -0.14 -2.15 0.22
5 C 0.95 -2.94 -0.50
6 N 2.35 -2.84 -0.07
7 C 0.53 0.30 -0.21
8 O 1.44 0.12 -1.09
9 H -3.27 0.62 -1.72
10 H -1.91 1.20 -2.63
11 H -2.24 1.16 -0.52
12 H -0.56 -0.52 -2.39
13 H -1.51 -0.48 0.37
14 H 0.01 -1.95 1.44
15 H -1.05 -2.74 0.17
16 H 1.04 -2.52 -1.53
17 H 0.64 -3.95 -0.38
18 H 2.82 -3.45 0.52
19 H 2.89 -2.44 -0.73
20 H 0.58 1.12 0.51
21 H 1.70 1.52 -2.05
22 H 2.06 2.90 -2.67
23 O 1.35 2.28 -2.58
24 H 3.06 1.10 1.54
25 H 3.56 0.17 0.23
26 O 3.67 1.02 0.81
27 H 0.41 -0.05 3.55
28 H -0.72 -0.76 4.19
29 O -0.51 -0.15 3.46
30 H 1.74 2.57 3.00
31 H 0.30 1.82 2.82
32 O 1.23 1.78 2.86
33 H -1.92 1.27 1.90
34 H -0.56 1.91 1.45
35 O -1.30 2.04 2.09
36 H -3.14 -2.25 -1.01
37 H -3.07 -1.37 -2.33
38 O -3.58 -1.91 -1.71
39 H -1.52 3.26 -0.95
40 H -0.31 2.49 -1.68
41 O -0.82 2.53 -0.87

Calculated values
E_tot = -24962.055 eV
SMILES = CN[C@H](C=O)CCN.O.O.O.O.O.O.O
Relative energy (zero: lowest compared OMol25 entry of this formula, charge and spin) = 6.974 eV
Maximum force = 5.8 eV/Å
Orbital gap = 0.338 hartree

These are the natural (NBO) partial charges, in e, on atoms 1 to 2:
1. C -0.4409
2. N -0.6707


- Which value of orbital gap does entry 1 give?
  0.372 hartree